--- i ---
# C4H10N2OS

A molecular structure, C4H10N2OS (ωB97M-V/def2-TZVPD, the OMol25 dataset).

Structure (XYZ):
```
18
C4H10N2OS, DFT ωB97M-V/def2-TZVPD
O -0.416 -0.116 3.373
H -1.826 -0.516 -0.182
H -0.043 -1.682 -1.423
H -0.780 2.193 2.609
C 0.913 0.236 -1.940
C 0.342 -0.774 -0.916
H 1.513 0.954 -1.462
H 1.229 -0.925 -0.254
H -1.873 1.834 1.399
C -0.787 -0.268 -0.051
H 3.089 -0.775 -2.984
N -0.643 -0.830 1.298
C -0.777 0.155 2.295
H -0.127 -1.721 1.459
N -0.975 1.617 1.856
S 1.812 -1.062 -2.814
H 0.010 0.837 -2.169
H -0.661 0.844 -0.094
```

Calculated values
**Total charge**: 0
**Kohn-Sham gap**: 9.8 eV
**LUMO energy**: 0.82 eV

Löwdin atomic charge list, values in e, 6 entries: atom 1 (O): 0.08, atom 2 (H): 0.11, atom 3 (H): 0.09, atom 4 (H): 0.04, atom 5 (C): -0.52, atom 6 (C): -0.38

--- ii ---
# C4H10N2OS

A molecular structure, C4H10N2OS (ωB97M-V/def2-TZVPD, the OMol25 dataset).

Structure (XYZ):
```
18
C4H10N2OS, DFT ωB97M-V/def2-TZVPD
H -1.967 3.357 -3.159
H 0.964 -0.528 -2.241
C -0.937 0.096 0.169
H 0.455 -2.925 -0.309
H 0.603 -1.907 1.224
N -0.625 0.249 1.619
H 1.471 -0.084 1.349
H 0.983 -0.055 3.043
N -0.022 -0.394 -1.955
H -2.419 3.385 -2.506
C 0.748 -1.970 0.138
H -0.723 -0.950 -2.429
H 1.164 1.563 2.027
H -1.137 1.125 1.807
O -1.731 1.030 -0.243
C 0.802 0.432 2.083
C -0.105 -0.752 -0.517
S 2.477 -1.672 -0.101
```

Calculated values
**Total charge**: 0
**Kohn-Sham gap**: 5.1 eV
**LUMO energy**: -3.34 eV

Löwdin atomic charge list, values in e, 6 entries: atom 1 (H): 0.01, atom 2 (H): 0.07, atom 3 (C): -0.37, atom 4 (H): 0.06, atom 5 (H): 0.04, atom 6 (N): 0.01

Stability check: which of them is least stable? ii.

--- i ---
# C4H10N2OS

2 unconnected molecules or ions with the total composition C4H10N2OS (ωB97M-V/def2-TZVPD, the OMol25 dataset).

Structure (XYZ):
```
18
C4H10N2OS, DFT ωB97M-V/def2-TZVPD
O -1.339 -1.757 0.676
H -0.474 1.189 -0.543
H 5.653 -0.326 0.302
H -3.895 1.718 0.567
H -3.865 0.565 -0.780
H 4.841 -0.591 1.694
N 4.951 0.054 0.922
C -0.513 0.111 -0.475
C -3.258 1.077 -0.033
C 0.542 -0.624 -1.083
H 0.697 -1.511 -0.421
H 4.071 0.104 0.418
N -2.546 0.146 0.843
S 2.030 0.293 -1.170
C -1.476 -0.589 0.373
H -3.150 -0.516 1.316
H 0.279 -1.051 -2.059
H -2.547 1.707 -0.545
```

Calculated values
**Total charge**: 0
**Kohn-Sham gap**: 5.5 eV
**LUMO energy**: -2.90 eV

Löwdin atomic charge list, values in e, 6 entries: atom 1 (O): 0.09, atom 2 (H): 0.09, atom 3 (H): 0.00, atom 4 (H): 0.08, atom 5 (H): 0.09, atom 6 (H): 0.00

--- ii ---
# C4H10N2OS

C4H10N2OS in the gas phase (ωB97M-V/def2-TZVPD, the OMol25 dataset).

Structure (XYZ):
```
18
C4H10N2OS, DFT ωB97M-V/def2-TZVPD
H -1.725 -0.238 2.689
S -0.864 1.840 -1.381
C -1.504 -0.116 0.512
H 1.907 1.141 -1.479
H -1.628 -1.208 0.148
H -0.236 1.047 2.154
H -0.095 -3.036 -2.061
H 2.906 -0.098 -0.544
H 1.888 1.216 0.259
H -2.442 0.425 0.514
N 1.030 -1.506 -1.163
O -0.178 -2.115 -1.340
H 0.082 -0.791 1.958
C -0.846 0.001 2.002
C 1.997 0.547 -0.674
N -0.518 0.422 -0.325
H -0.470 2.776 -0.534
C 0.697 -0.309 -0.734
```

Calculated values
**SMILES**: CCN(S)/C(C)=N\O
**Total charge**: 0
**Kohn-Sham gap**: 9.1 eV
**LUMO energy**: 0.62 eV

Löwdin atomic charge list, values in e, 6 entries: atom 1 (H): 0.06, atom 2 (S): 0.80, atom 3 (C): -0.33, atom 4 (H): -0.01, atom 5 (H): 0.12, atom 6 (H): 0.11

Stability check: which of them is least stable? ii.